DFT (ωB97M-V/def2-TZVPD) results for the ion C2H5N2O2 with charge -1 in a non-equilibrium geometry.

The geometry in XYZ format:
```
11
Properties=species:S:1:pos:R:3:forces:R:3
C -1.947265 -0.078801 0.228386 -0.03 1.89 0.64
C -0.734997 0.386688 -0.203709 1.58 0.97 -0.36
N 0.429452 -0.911291 -0.411789 -2.74 4.88 -1.97
N 1.674072 -0.443837 -0.502602 1.60 -2.53 1.62
O 2.207435 0.307936 0.758858 -0.75 -0.64 -1.10
O -0.260267 1.551006 -0.472176 -0.29 -2.74 0.68
H -2.755354 0.543459 0.762567 1.46 -0.98 -1.31
H -1.998498 -1.120329 0.154406 -0.65 -1.53 0.38
H 0.182357 -1.601269 0.200127 0.19 -2.12 2.12
H 1.576291 0.315865 -1.098525 -0.03 1.84 -1.52
H 1.626779 1.050576 0.584453 -0.33 0.95 0.81
```
Positions in Å, forces in eV/Å.

Summary:
E ... -339.1044 a.u.
Relative energy (zero: lowest compared OMol25 entry of this formula, charge and spin) ... 4.659 eV
SMILES ... C=C([O-])NNO
LUMO level ... 4.6 eV
Molar mass ... 89.07 g mol⁻¹
Total charge ... -1
Orbital gap ... 7.661 eV

Results of the Mulliken charge analysis, in e, for atoms 1 through 4:
1 C -0.98
2 C 0.55
3 N -0.14
4 N -0.60

DFT (ωB97M-V/def2-TZVPD) results for a cluster of 2 separate species, H4S3 in total in a non-equilibrium geometry.

The geometry in XYZ format:
```
7
Properties=species:S:1:pos:R:3:forces:R:3
S -2.029730 -0.978914 -1.008233 0.64 1.72 -2.21
H -1.056878 -1.793582 -1.461114 -0.28 -0.15 0.52
H -2.427253 -1.603627 0.020558 -0.32 -1.52 1.73
S 1.764019 0.340189 1.162566 0.02 -0.05 0.31
S 0.913087 2.064233 0.342656 0.50 0.08 0.28
H 3.024536 0.596009 0.814868 0.13 0.06 -0.21
H -0.187781 1.375689 0.128697 -0.69 -0.15 -0.41
```
Positions in Å, forces in eV/Å.

Summary:
E ... -1196.9260 a.u.
Relative energy (zero: lowest compared OMol25 entry of this formula, charge and spin) ... 0.336 eV
SMILES ... SS.S
LUMO level ... 0.3 eV
Molar mass ... 100.23 g mol⁻¹
Orbital gap ... 8.923 eV

Results of the Mulliken charge analysis, in e, for atoms 1 through 4:
1 S -0.33
2 H 0.17
3 H 0.15
4 S -0.17

DFT (ωB97M-V/def2-TZVPD) results for a structure of composition C14H29AsMoN2O4PS.

The geometry in XYZ format:
```
53
Properties=species:S:1:pos:R:3:forces:R:3
Mo -0.678480 -0.110030 1.322317 -0.08 0.10 -0.08
C -1.330120 -4.048357 -0.044292 -0.02 -0.02 0.01
P -2.115720 -3.071099 1.231134 0.01 -0.13 0.03
C -3.819364 -3.593485 1.371803 0.02 -0.01 0.00
C -1.288467 -3.403999 2.780912 0.00 0.02 -0.01
O -2.089431 -1.578390 0.875706 0.05 0.14 -0.03
H -1.404151 -5.110494 0.191302 0.00 0.00 0.00
H -0.280417 -3.763939 -0.108736 0.00 0.01 0.01
H -1.817625 -3.860258 -1.000892 -0.01 0.01 0.00
H -3.873609 -4.657046 1.605356 0.00 0.00 0.00
H -4.334760 -3.407010 0.429842 0.01 0.00 0.00
H -4.309591 -3.026809 2.163097 0.01 0.01 0.00
H -1.368291 -4.462378 3.031085 -0.01 0.00 0.00
H -1.746994 -2.809821 3.572063 -0.01 0.00 -0.01
H -0.236562 -3.130916 2.694036 -0.01 0.00 -0.01
C -2.274088 1.524751 -1.601702 0.01 0.05 0.00
As -2.275462 1.594849 0.334613 0.00 -0.07 0.04
C -1.920971 3.447138 0.735804 -0.01 -0.03 -0.03
C -4.148341 1.367544 0.771157 0.01 0.01 0.00
H -3.022277 2.214659 -1.990226 0.00 0.00 0.00
H -2.504743 0.515863 -1.940370 0.00 0.00 0.02
H -1.288478 1.821097 -1.955220 0.01 -0.01 0.00
H -2.630104 4.086260 0.211682 0.00 -0.01 0.00
H -0.905811 3.664629 0.413401 0.01 0.02 0.01
H -2.008264 3.599452 1.809894 0.00 -0.01 0.00
H -4.752434 2.093107 0.228138 0.00 0.00 0.00
H -4.286331 1.508108 1.841908 0.01 0.00 0.00
H -4.456676 0.358919 0.501631 0.00 0.00 0.00
S -0.661414 0.747400 3.198260 -0.02 0.02 0.07
C 3.936965 1.979032 1.114402 0.00 0.01 0.02
C 3.872219 2.204168 -0.390792 0.00 -0.01 -0.02
C 2.945220 1.209098 -1.129874 0.02 0.03 -0.02
C 2.926114 1.521074 -2.639296 0.01 -0.01 0.02
C 2.030996 0.580316 -3.435325 -0.01 0.00 -0.02
C 3.531737 -0.182048 -0.946329 -0.03 0.00 -0.01
O 4.602312 -0.510341 -1.371928 0.01 0.00 0.01
N 2.760340 -1.120323 -0.233592 0.03 0.00 -0.03
C 1.560276 -0.827494 0.295049 0.03 0.02 -0.01
O 0.870197 -1.663290 0.948693 -0.06 -0.10 0.03
N 0.973614 0.372360 0.158290 0.08 -0.04 0.02
C 1.537310 1.402883 -0.575755 -0.05 0.06 -0.04
O 0.932310 2.433207 -0.751178 0.00 -0.02 0.01
H 4.599537 2.707506 1.578978 0.00 0.00 0.00
H 4.327872 0.988562 1.360028 0.00 0.00 0.00
H 2.956076 2.087485 1.584131 0.00 0.00 0.00
H 4.863083 2.108953 -0.836244 0.00 -0.01 0.01
H 3.500607 3.204940 -0.613001 -0.01 0.00 0.00
H 3.954141 1.462593 -2.997161 0.00 -0.01 0.00
H 2.590885 2.552174 -2.748871 -0.01 0.00 0.00
H 2.367546 -0.456560 -3.361296 0.01 0.00 0.00
H 2.039401 0.845325 -4.491496 0.00 0.00 0.00
H 0.992479 0.630887 -3.096919 0.00 0.01 0.01
H 3.157718 -2.040269 -0.094239 -0.02 0.00 0.01
```
Positions in Å, forces in eV/Å.

Summary:
E ... -4004.8205 a.u.
Relative energy (zero: lowest compared OMol25 entry of this formula, charge and spin) ... 0.000 eV
LUMO level (alpha / beta) ... -3.2 / -3.2 eV
Molar mass ... 523.30 g mol⁻¹
Total charge ... +1
Orbital gap (alpha / beta) ... 7.694 / 7.693 eV

Results of the Mulliken charge analysis, in e, for atoms 1 through 4:
1 Mo 0.49
2 C -1.16
3 P 1.22
4 C -1.12

DFT (ωB97M-V/def2-TZVPD) results for an isolated molecule of C5H12BrIOSi in a non-equilibrium geometry.

The geometry in XYZ format:
```
21
Properties=species:S:1:pos:R:3:forces:R:3
C -3.204075 1.470471 1.075145 -0.12 -0.84 -1.93
C 3.893972 -0.586436 -0.421638 1.58 0.73 -3.60
C -2.359289 0.924290 -0.119755 1.22 2.20 -0.90
C -1.006335 0.300629 0.207574 -1.29 1.19 5.63
C -0.052699 -0.036320 -0.838618 2.03 -3.33 -2.13
O 2.895435 -0.832812 0.454119 -2.32 -1.23 0.83
Si 1.439931 -1.551468 0.064016 -0.19 2.61 -1.60
Br 0.914640 -2.419529 1.954431 -0.70 -0.26 0.87
I 1.946787 -3.422837 -1.430290 -0.21 0.12 -0.15
H -2.605973 2.305675 1.516993 -0.81 -0.93 0.26
H -4.043928 1.899109 0.451246 0.34 -0.22 1.52
H -3.556573 0.607147 1.732327 0.50 1.58 -0.48
H 4.274529 -1.487918 -1.071029 -1.14 1.39 1.06
H 4.763683 -0.301114 0.133414 0.54 0.47 0.33
H 3.589632 0.291679 -1.129400 0.76 -1.47 0.91
H -2.121534 1.865337 -0.733613 -0.20 -1.05 0.64
H -2.895677 0.346251 -0.832027 -0.88 -0.90 -0.29
H -0.652587 1.129725 1.003537 0.26 -1.73 -1.79
H -1.192351 -0.562091 0.982575 0.24 1.10 -1.67
H 0.515390 0.831474 -1.322950 -0.76 -1.39 0.67
H -0.542978 -0.771263 -1.676058 1.17 1.98 1.82
```
Positions in Å, forces in eV/Å.

Summary:
E ... -3434.1892 a.u.
Relative energy (zero: lowest compared OMol25 entry of this formula, charge and spin) ... 0.674 eV
SMILES ... CCCC[Si@@](Br)(I)OC
LUMO level ... 0.2 eV
Molar mass ... 323.04 g mol⁻¹
Orbital gap ... 9.644 eV

Results of the Mulliken charge analysis, in e, for atoms 1 through 4:
1 C -1.00
2 C -0.61
3 C -0.72
4 C -0.30